1.
Computed, not measured: C37H45ClNO2RuSi as an isolated structure, with ωB97M-V with the def2-TZVPD basis set.

Each line ends with the Löwdin charge.
Element x y z (Å)
Ru  -0.063  0.165  -0.473  1.20
O  -0.065  0.547  1.772  -0.17
C  -0.670  -0.321  2.723  -0.22
C  -0.025  -1.695  2.785  -0.16
C  0.162  -2.349  1.410  -0.13
C  -1.101  -2.385  0.594  -0.25
C  -1.988  -3.444  0.722  -0.01
C  -3.126  -3.502  -0.061  -0.05
C  -3.346  -2.497  -0.986  -0.04
C  -2.436  -1.464  -1.071  -0.12
N  -1.356  -1.385  -0.276  -0.02
H  0.913  0.518  1.787  0.08
H  -1.716  -0.403  2.419  0.12
H  -0.649  0.152  3.708  0.12
H  -0.656  -2.324  3.421  0.12
H  0.950  -1.630  3.275  0.12
H  0.512  -3.373  1.543  0.12
H  0.945  -1.820  0.863  0.09
H  -1.757  -4.230  1.429  0.12
H  -3.817  -4.329  0.036  0.11
H  -4.206  -2.499  -1.641  0.11
H  -2.543  -0.671  -1.796  0.09
Cl  -4.519  1.042  -0.239  0.68
C  -3.661  1.687  -1.625  -0.61
C  -4.415  1.930  -2.767  -0.12
C  -3.809  2.486  -3.878  -0.09
C  -2.457  2.809  -3.829  -0.09
C  -1.726  2.546  -2.689  -0.06
C  -2.295  1.959  -1.554  -0.32
C  -1.452  1.675  -0.354  -0.22
H  -5.470  1.693  -2.766  0.10
H  -4.391  2.677  -4.770  0.10
H  -1.974  3.261  -4.686  0.10
H  -0.668  2.779  -2.665  0.11
H  -2.078  1.525  0.525  0.03
H  -0.809  2.541  -0.163  0.06
C  4.663  3.316  -1.320  -0.08
C  3.255  2.732  -1.152  -0.60
C  2.338  3.746  -0.458  -0.08
C  2.698  2.444  -2.551  -0.10
Si  3.311  1.109  -0.187  0.50
O  1.833  0.480  0.108  -0.44
C  4.073  1.276  1.535  -0.21
C  4.590  2.428  2.128  -0.09
C  5.092  2.417  3.425  -0.09
C  5.088  1.245  4.162  -0.10
C  4.580  0.082  3.597  -0.09
C  4.083  0.104  2.303  -0.11
C  4.367  -0.147  -1.104  -0.22
C  3.796  -1.017  -2.038  -0.09
C  4.575  -1.947  -2.715  -0.09
C  5.941  -2.019  -2.479  -0.10
C  6.527  -1.161  -1.560  -0.09
C  5.742  -0.239  -0.880  -0.10
H  4.611  4.233  -1.918  0.09
H  5.321  2.619  -1.843  0.08
H  5.138  3.570  -0.371  0.06
H  2.279  4.665  -1.052  0.09
H  2.689  4.017  0.540  0.07
H  1.322  3.357  -0.352  0.06
H  2.632  3.379  -3.121  0.09
H  1.706  1.993  -2.524  0.04
H  3.344  1.760  -3.108  0.08
H  4.601  3.363  1.582  0.08
H  5.485  3.329  3.858  0.10
H  5.480  1.234  5.171  0.10
H  4.581  -0.842  4.163  0.10
H  3.702  -0.816  1.869  0.10
H  2.730  -0.971  -2.239  0.08
H  4.115  -2.621  -3.427  0.09
H  6.547  -2.744  -3.008  0.10
H  7.591  -1.216  -1.365  0.10
H  6.210  0.410  -0.146  0.10
C  0.938  -1.843  -5.312  -0.05
C  0.225  -0.512  -5.042  -0.63
C  -1.179  -0.545  -5.662  -0.05
C  1.031  0.636  -5.663  -0.05
C  0.105  -0.298  -3.591  -0.12
C  0.044  -0.083  -2.396  -0.18
H  1.023  -2.015  -6.388  0.08
H  0.385  -2.672  -4.869  0.08
H  1.940  -1.832  -4.884  0.07
H  -1.110  -0.624  -6.750  0.08
H  -1.731  0.362  -5.411  0.07
H  -1.744  -1.402  -5.290  0.08
H  1.146  0.480  -6.739  0.08
H  2.022  0.698  -5.212  0.08
H  0.524  1.589  -5.502  0.08

## Properties
max |F|	0.826	eV/Å
spin multiplicity	2
energy relative to the best compared isomer or geometry (same formula, charge and spin)	0.00	kcal per mole
DFT total energy	-67667.22141	eV

2.
Computed, not measured: C37H45F5Nb as an isolated structure, with ωB97M-V with the def2-TZVPD basis set.

Each line ends with the Löwdin charge.
Element x y z (Å)
C  0.868  2.527  -2.253  -0.14
C  1.639  1.526  -1.317  -0.28
C  2.516  2.361  -0.326  -0.26
C  3.731  1.495  0.135  -0.32
C  5.150  2.059  -0.237  -0.43
Nb  5.508  2.600  -2.417  1.13
C  5.236  4.850  -2.002  -0.47
C  4.585  5.612  -3.235  -0.26
H  1.485  2.776  -3.123  0.04
H  0.680  3.427  -1.647  0.06
H  -0.096  2.119  -2.592  0.05
H  0.933  0.929  -0.722  0.09
H  2.258  0.914  -1.982  0.08
H  1.884  2.595  0.548  0.09
H  2.797  3.307  -0.801  0.06
H  3.640  0.440  -0.158  0.09
H  3.686  1.480  1.241  0.07
H  5.433  2.901  0.425  0.03
H  5.874  1.249  0.001  0.01
H  7.324  2.672  -2.136  -0.18
H  5.608  0.828  -2.842  -0.19
H  3.755  2.571  -2.889  -0.12
H  5.861  2.943  -4.198  -0.19
H  6.172  5.333  -1.678  0.00
H  4.470  4.904  -1.203  0.00
H  3.537  5.287  -3.331  0.03
H  5.087  5.397  -4.184  0.02
H  4.544  6.699  -3.025  0.02
F  1.821  0.692  2.751  0.07
C  0.497  0.888  2.792  -0.29
C  -0.001  2.032  3.389  -0.02
C  -1.374  2.233  3.424  -0.09
C  -2.231  1.287  2.873  -0.10
C  -1.716  0.141  2.281  -0.08
C  -0.343  -0.059  2.235  -0.01
H  0.683  2.753  3.818  0.12
H  -1.776  3.128  3.882  0.10
H  -3.302  1.445  2.906  0.10
H  -2.382  -0.597  1.855  0.10
H  0.077  -0.939  1.770  0.10
F  -2.266  -3.160  2.752  0.05
C  -1.736  -4.028  1.867  -0.28
C  -0.419  -3.875  1.475  -0.02
C  0.127  -4.773  0.567  -0.07
C  -0.653  -5.804  0.056  -0.09
C  -1.977  -5.941  0.456  -0.08
C  -2.523  -5.051  1.371  -0.01
H  0.171  -3.064  1.878  0.10
H  1.158  -4.668  0.259  0.11
H  -0.227  -6.501  -0.655  0.10
H  -2.585  -6.742  0.054  0.10
H  -3.549  -5.146  1.700  0.09
F  6.454  10.768  -7.696  0.04
C  6.694  10.022  -6.597  -0.29
C  7.920  9.400  -6.457  -0.03
C  8.166  8.636  -5.323  -0.08
C  7.183  8.497  -4.351  -0.09
C  5.955  9.125  -4.507  -0.08
C  5.708  9.898  -5.635  -0.02
H  8.671  9.513  -7.229  0.11
H  9.124  8.149  -5.198  0.10
H  7.374  7.898  -3.470  0.11
H  5.190  9.013  -3.752  0.10
H  4.760  10.401  -5.772  0.11
F  -3.796  -9.504  0.390  0.06
C  -4.804  -9.040  1.150  -0.29
C  -6.046  -8.837  0.575  -0.02
C  -7.086  -8.361  1.362  -0.08
C  -6.871  -8.087  2.707  -0.10
C  -5.617  -8.291  3.269  -0.08
C  -4.576  -8.776  2.488  -0.02
H  -6.191  -9.050  -0.476  0.12
H  -8.064  -8.203  0.926  0.10
H  -7.682  -7.710  3.318  0.10
H  -5.448  -8.072  4.315  0.11
H  -3.593  -8.948  2.909  0.12
F  -5.746  -4.665  2.090  0.05
C  -6.748  -4.185  2.845  -0.29
C  -7.987  -3.972  2.269  -0.02
C  -9.024  -3.485  3.053  -0.09
C  -8.808  -3.208  4.398  -0.10
C  -7.556  -3.423  4.961  -0.08
C  -6.519  -3.919  4.182  -0.01
H  -8.133  -4.187  1.218  0.12
H  -10.000  -3.321  2.615  0.10
H  -9.617  -2.825  5.007  0.10
H  -7.386  -3.203  6.006  0.10
H  -5.539  -4.100  4.605  0.12

## Properties
total charge	-1
max |F|	2.762	eV/Å
energy relative to the best compared isomer or geometry (same formula, charge and spin)	20.32	kcal per mole
DFT total energy	-54230.04072	eV